Record 1
DFT (ωB97M-V with the def2-TZVPD basis set) results for C5H8O in the gas phase in a non-equilibrium geometry.

## Properties
LUMO level	1.062	eV
HOMO energy	-9.3	eV
gap between HOMO and LUMO	0.3805	hartree
energy relative to the best compared isomer or geometry (same formula, charge and spin)	72.58	kcal per mole

Atoms and positions in Å:
O -0.89371 1.87543 -0.13130
C -0.75417 0.64004 0.52779
C -1.11974 -0.63267 -0.30006
C 0.31482 -1.07487 -0.13593
C 1.34924 -0.07726 -0.58336
C 0.66007 0.01926 0.79494
H -0.44727 1.80254 -0.98573
H -1.31958 0.73306 1.45665
H -1.46851 -0.45920 -1.32387
H -1.80910 -1.29716 0.22958
H 0.68037 -2.06758 0.10215
H 1.23385 0.98318 -0.65486
H 2.34942 -0.48504 -0.70475
H 1.22430 0.04027 1.70876


Record 2
DFT (ωB97M-V with the def2-TZVPD basis set) results for C3H7ClN2 in the gas phase in a non-equilibrium geometry.

## Properties
LUMO level	0.924	eV
HOMO energy	-8.3	eV
gap between HOMO and LUMO	0.3383	hartree
energy relative to the best compared isomer or geometry (same formula, charge and spin)	50.99	kcal per mole

Atoms and positions in Å:
C -2.41815 -0.57394 -0.04650
N -1.18358 0.06783 -0.29514
N 0.01221 -0.33814 0.15560
C 1.01806 0.34549 -0.30009
C 2.25846 0.24158 0.46653
Cl 3.72711 -0.49687 -0.25548
H -2.56666 -0.65391 1.03534
H -3.19901 -0.14510 -0.60810
H -2.27499 -1.61528 -0.45238
H -1.17417 1.05733 -0.46914
H 0.99065 1.00027 -1.22056
H 2.09425 -0.19339 1.43555
H 2.71582 1.30413 0.55437


Record 3
DFT (ωB97M-V with the def2-TZVPD basis set) results for a molecular structure, C33H27CrFNO2S3SeTe.

## Properties
LUMO level (alpha / beta)	4.072 / 4.073	eV
spin multiplicity	2
HOMO energy (alpha / beta)	-1.2 / -1.2	eV
gap between HOMO and LUMO (alpha / beta)	0.1953 / 0.1938	hartree
energy relative to the best compared isomer or geometry (same formula, charge and spin)	4.21	kcal per mole
charge	-2

Atoms and positions in Å:
Cr 0.34515 -0.75614 -1.05001
Se -0.03309 -2.03407 1.16213
C 0.30134 -0.94951 2.69057
C -0.73450 -0.51794 3.52496
C -0.44755 0.18568 4.68532
N 0.78362 0.50383 5.09117
C 1.77234 0.11383 4.27744
C 1.58890 -0.59255 3.10027
H -1.76407 -0.75184 3.27694
H -1.26312 0.50590 5.33165
H 2.77853 0.38915 4.58255
H 2.44318 -0.86523 2.49427
Te -0.47973 -3.10432 -2.29427
C -2.04429 -4.11717 -1.28859
C -2.26679 -5.46842 -1.57314
C -3.31992 -6.16617 -0.99232
C -4.18270 -5.52426 -0.11042
C -3.96844 -4.18248 0.18441
C -2.91233 -3.48827 -0.39354
H -1.60046 -5.98082 -2.26065
H -3.46356 -7.21548 -1.22948
H -5.00533 -6.06391 0.34672
H -4.62757 -3.66326 0.87356
H -2.74734 -2.44987 -0.13442
C 0.41815 -0.13147 -4.23644
C 0.81902 -0.48562 -2.84191
O 1.94952 -0.86226 -2.51662
H 1.22015 -0.33434 -4.94881
H 0.15326 0.92821 -4.26507
H -0.47073 -0.71119 -4.48914
O 1.47472 0.56416 -0.01968
C 2.32695 1.61710 0.01461
C 2.05002 2.71045 -1.04332
C 1.65964 4.00732 -0.86724
C 1.48671 4.71917 -2.09043
C 1.75977 3.94663 -3.17698
S 2.23054 2.36869 -2.71772
C 3.77539 1.14484 -0.15380
C 4.91094 1.82942 -0.48152
C 6.07159 1.00393 -0.46787
C 5.77648 -0.28523 -0.13010
S 4.10517 -0.50294 0.16122
C 2.18197 2.31883 1.37913
C 1.00329 2.48676 2.03631
C 1.13871 3.22297 3.24674
C 2.42213 3.61629 3.47724
S 3.46784 3.07934 2.22828
H 1.48836 4.43465 0.11174
H 1.16342 5.75155 -2.15229
H 1.69475 4.22452 -4.22009
H 4.90417 2.88266 -0.73581
H 7.07050 1.34655 -0.71331
H 6.45999 -1.12072 -0.06791
H 0.08836 2.03862 1.67027
H 0.32569 3.40882 3.93750
H 2.80913 4.13793 4.34138
F -6.27630 -1.18748 0.05350
C -5.02632 -0.74844 -0.28896
C -4.20657 -0.23253 0.69162
C -2.94653 0.22890 0.33127
C -2.48582 0.17268 -0.98890
C -1.13287 0.67005 -1.35328
C -3.34603 -0.39397 -1.93453
C -4.61874 -0.84399 -1.59952
H -4.55135 -0.19334 1.71804
H -2.28426 0.62459 1.09330
H -0.79831 1.42995 -0.64772
H -1.14357 1.10996 -2.34859
H -2.99696 -0.50209 -2.95558
H -5.27428 -1.29660 -2.33414


Record 4
DFT (ωB97M-V with the def2-TZVPD basis set) results for a molecular structure, C28H47NP3Sr.

## Properties
LUMO level	-2.679	eV
HOMO energy	-9.2	eV
gap between HOMO and LUMO	0.2378	hartree
energy relative to the best compared isomer or geometry (same formula, charge and spin)	0.00	kcal per mole
charge	+1

Atoms and positions in Å:
Sr -0.79768 0.67670 0.21768
C -2.34614 -2.69778 -3.59487
C -2.59637 -1.76877 -2.41135
C -2.36825 -0.31235 -2.82553
P -1.56049 -2.08713 -0.90312
C -2.33831 -3.50824 0.00916
C -1.35487 -4.01047 1.06480
C -2.94412 -4.66177 -0.78635
C 0.06562 -2.62083 -1.51634
C 0.29883 -3.89512 -2.04342
C 1.55129 -4.30820 -2.46544
C 1.77328 -5.67974 -3.04172
C 2.59649 -3.39007 -2.35857
C 2.39929 -2.11981 -1.85969
C 1.13119 -1.69758 -1.42425
N 0.88484 -0.42196 -0.97859
C 1.84766 0.37360 -0.37364
C 1.85309 1.74744 -0.72071
C 1.06883 2.21407 -1.92409
C 2.66206 2.64726 -0.02561
C 3.48826 2.23586 1.00551
C 4.40723 3.19455 1.70964
C 3.45576 0.88944 1.35842
C 2.64426 -0.04050 0.72592
C 2.58200 -1.44605 1.25179
H -3.03471 -2.46093 -4.40832
H -2.47823 -3.74721 -3.33867
H -1.32763 -2.57547 -3.96632
H -3.63355 -1.87759 -2.07365
H -1.30449 -0.11917 -3.00094
H -2.73481 0.38905 -2.06426
H -2.90120 -0.07777 -3.74852
H -3.16413 -3.01143 0.53222
H -0.50466 -4.51329 0.60278
H -1.84808 -4.72140 1.72984
H -0.95958 -3.19703 1.67957
H -2.18250 -5.26756 -1.27586
H -3.64733 -4.31763 -1.54387
H -3.48956 -5.32119 -0.10853
H -0.52387 -4.59372 -2.12347
H 0.94025 -6.34290 -2.80883
H 2.68235 -6.13644 -2.64924
H 1.87232 -5.64391 -4.12867
H 3.58980 -3.67824 -2.68476
H 3.22860 -1.42369 -1.81004
H 1.15764 1.49863 -2.74044
H 1.42555 3.18908 -2.25575
H -0.01271 2.35042 -1.75427
H 2.67326 3.68800 -0.33445
H 4.09172 4.22741 1.56242
H 5.42862 3.10684 1.33481
H 4.44335 3.00076 2.78304
H 4.07052 0.55468 2.18875
H 2.94716 -1.48509 2.27763
H 3.17381 -2.14159 0.65431
H 1.55982 -1.83610 1.23031
C -1.60442 1.63441 4.53403
P -0.42307 1.93045 3.17003
C 1.18075 1.77284 4.01585
C -0.53665 3.75294 2.96365
C -1.81401 4.22175 2.26545
P -1.91149 3.75262 0.48814
C -0.71145 4.91395 -0.25025
C -3.50567 4.50131 0.01368
H -1.38962 2.28702 5.38256
H -1.52516 0.59871 4.86587
H -2.63195 1.80167 4.21149
H 1.21636 2.38771 4.91718
H 1.97838 2.07406 3.33629
H 1.35024 0.73157 4.29141
H 0.34946 4.07048 2.40516
H -0.46417 4.21536 3.95268
H -1.89666 5.31095 2.33182
H -2.70244 3.81674 2.75950
H -0.90668 5.93801 0.07412
H -0.77869 4.87040 -1.33784
H 0.30654 4.63884 0.02850
H -3.54520 5.55743 0.28623
H -4.32441 3.98039 0.51065
H -3.65150 4.41230 -1.06267


Record 5
DFT (ωB97M-V with the def2-TZVPD basis set) results for 2 unconnected molecules or ions with the total composition C2H4F2S in a non-equilibrium geometry.

## Properties
LUMO level (alpha / beta)	-0.876 / -0.876	eV
HOMO energy (alpha / beta)	-10.1 / -10.1	eV
gap between HOMO and LUMO (alpha / beta)	0.3386 / 0.3387	hartree
energy relative to the best compared isomer or geometry (same formula, charge and spin)	71.58	kcal per mole

Atoms and positions in Å:
C 0.23294 0.09162 1.09871
C -0.16359 -0.06425 -0.27077
F 1.41496 1.19259 -1.13945
F -0.98764 0.84235 -0.71649
S -0.26662 -1.57015 -1.27253
H -0.15036 -0.63739 1.81275
H 1.37433 0.15240 1.10599
H -0.03210 1.20268 1.21510
H -1.42193 -1.20985 -1.83332


Record 6
DFT (ωB97M-V with the def2-TZVPD basis set) results for a molecular structure, C29H37Cl37FI2N6O2P2 in a non-equilibrium geometry.

## Properties
LUMO level	-3.734	eV
HOMO energy	-10.8	eV
gap between HOMO and LUMO	0.2611	hartree
charge	+1

Atoms and positions in Å:
C 0.42266 -0.81734 4.13848
C 0.32486 -0.05827 3.21748
C 0.25453 0.89175 2.06913
C 0.79968 2.24634 2.59317
C 0.57991 2.58694 4.08047
C 1.79889 2.28393 4.95328
F 2.75049 3.26865 4.69514
C -1.26307 0.91062 1.67954
C -2.20930 1.09490 2.87014
Cl -1.68539 2.37476 0.64941
N -1.70114 -0.23857 0.83219
P -2.17661 -1.73782 1.58691
N -2.83174 -2.66674 0.50936
C -0.79001 -0.41121 -0.25205
N -1.27139 -0.34723 -1.45320
C -2.74118 -0.20713 -1.72089
N -3.13585 1.15483 -1.99701
C -4.53575 1.42849 -1.61464
C -0.46133 -0.43174 -2.65122
I -0.04014 -2.31411 -3.53732
C -0.01602 0.68290 -3.24773
C -0.25550 2.09607 -2.76110
I 1.15260 0.61293 -5.01113
N 0.56065 -0.62978 0.02249
C 0.93624 -2.02265 0.29836
O -0.01456 -2.84711 -0.30715
C 0.11294 -4.17995 0.15904
C 1.19279 0.37035 0.90540
C 1.57083 1.55809 -0.06916
O 2.89413 2.01705 0.16187
C 3.02792 3.43722 0.20785
C 2.84452 4.07259 -1.18905
P 2.90913 -0.17394 1.53359
N 2.93814 -1.46190 2.43519
H 0.53255 -1.63728 4.81076
H 0.44030 3.08482 2.00189
H 1.88269 2.24650 2.45173
H -0.31948 2.17436 4.53234
H 0.47198 3.67396 4.13995
H 2.21865 1.29698 4.77038
H 1.51249 2.42177 5.99726
H -3.21620 1.10825 2.44024
H -2.07484 2.07304 3.31960
H -2.18112 0.27889 3.58618
H -1.06199 -2.27727 2.24327
H -3.12337 -1.43979 2.58369
H -3.79925 -2.86124 0.74095
H -3.31714 -0.68599 -0.93877
H -2.89438 -0.80869 -2.62474
H -3.07176 1.27945 -2.99767
H -5.06545 0.52256 -1.30240
H -5.07717 1.83567 -2.46538
H -4.56396 2.10024 -0.75584
H -1.17076 2.45710 -3.23081
H 0.55142 2.76574 -3.04526
H -0.42993 2.11390 -1.69152
H 1.92777 -2.24678 -0.11868
H 0.92758 -2.22968 1.37595
H -0.00579 -4.23195 1.24308
H -0.71151 -4.73943 -0.27507
H 1.04476 -4.64050 -0.18217
H 0.87992 2.40043 -0.00674
H 1.53121 1.17451 -1.09060
H 2.35933 3.86531 0.95519
H 4.05527 3.62148 0.52350
H 1.94324 4.69072 -1.18648
H 2.69795 3.29426 -1.93871
H 3.70007 4.68221 -1.46809
H 3.50709 0.89902 2.21747
H 3.61094 -0.40754 0.33555
H 3.35396 -1.23925 3.33193
C -2.65182 -5.77703 -2.93620
Cl -2.62803 -5.55330 -4.68958
Cl -1.22994 -6.71623 -2.45069
Cl -2.62022 -4.19761 -2.14684
Cl -4.11498 -6.64886 -2.47115
C 3.66737 -4.44400 -3.34761
Cl 3.64853 -4.34609 -5.10989
Cl 5.07540 -5.37053 -2.82701
Cl 3.72851 -2.79824 -2.68134
Cl 2.19894 -5.26247 -2.78680
C -0.54065 6.52552 1.19917
Cl -1.21438 8.09718 1.60990
Cl -0.92576 6.13002 -0.48147
Cl 1.21677 6.57238 1.40573
Cl -1.21184 5.26526 2.24237
C 6.00973 -3.53637 0.76235
Cl 6.28434 -4.11437 2.40734
Cl 4.53595 -4.26828 0.12935
Cl 5.81882 -1.77754 0.78106
Cl 7.38632 -3.96948 -0.25481
C 0.81692 -7.27666 -6.86831
Cl 0.82257 -7.18947 -8.63086
Cl 2.24244 -8.15970 -6.31266
Cl 0.85787 -5.63774 -6.19862
Cl -0.64187 -8.10699 -6.31970
C 1.14063 -5.77441 3.88458
Cl 1.38965 -6.40895 5.51003
Cl -0.33662 -6.45859 3.19554
Cl 0.99240 -4.00709 3.96091
Cl 2.51970 -6.18599 2.86482
C -7.27860 3.21255 4.20605
Cl -8.67798 3.83391 3.33387
Cl -5.82897 4.09734 3.69409
Cl -7.51047 3.43081 5.93965
Cl -7.09013 1.48573 3.85597
C 4.04480 0.14991 -7.94794
Cl 5.39929 -0.21158 -9.01612
Cl 3.83004 -1.17123 -6.79073
Cl 4.36554 1.64908 -7.06567
Cl 2.56636 0.33515 -8.89914
C -5.00491 9.08213 2.63065
Cl -3.61574 9.64840 3.56593
Cl -6.43452 9.98712 3.13407
Cl -4.71345 9.34271 0.90565
Cl -5.29503 7.36492 2.94523


Record 7
DFT (ωB97M-V with the def2-TZVPD basis set) results for a molecular structure, C6H12IrOP in a non-equilibrium geometry.

## Properties
LUMO level (alpha / beta)	-2.542 / -7.088	eV
spin multiplicity	6
HOMO energy (alpha / beta)	-8.2 / -14.3	eV
gap between HOMO and LUMO (alpha / beta)	0.2083 / 0.2651	hartree
energy relative to the best compared isomer or geometry (same formula, charge and spin)	17.02	kcal per mole
charge	+1

Atoms and positions in Å:
C -1.76379 0.38157 -0.65036
C -0.78743 0.55895 -1.82198
C -0.25491 1.87843 -1.60525
C -0.66676 2.42803 -0.38668
C -1.44529 1.39983 0.29549
Ir 0.34100 0.30219 -0.27768
P 1.41818 -1.55651 -1.10740
H -2.55981 -0.40886 -0.54704
H -0.65497 -0.11785 -2.67705
H 0.24567 2.43471 -2.44100
H -1.79516 1.49480 1.35539
H -0.56267 3.47383 -0.06228
H 2.83446 -1.58097 -0.84084
H 1.42629 -1.72422 -2.54649
H 1.07739 -2.90838 -0.69575
C 0.22169 -1.18216 2.52117
O 1.11455 -0.81410 1.45461
H -0.74517 -0.71323 2.31598
H 0.65260 -0.86485 3.45568
H 0.10652 -2.26790 2.48658
H 1.79760 -0.21331 1.77489


Record 8
DFT (ωB97M-V with the def2-TZVPD basis set) results for a molecular structure, C2H3ClOS in a non-equilibrium geometry.

## Properties
LUMO level	-0.978	eV
HOMO energy	-9.7	eV
gap between HOMO and LUMO	0.3214	hartree
energy relative to the best compared isomer or geometry (same formula, charge and spin)	81.97	kcal per mole

Atoms and positions in Å:
C -0.54930 0.23342 -0.33398
C 0.90820 0.38370 0.05960
H -1.95654 -0.89648 0.35539
H 0.80521 0.61077 1.48079
H 1.56136 1.15843 -0.62726
O -0.96170 -0.49819 0.86661
S -1.31483 0.54470 -1.74634
Cl 1.50760 -1.53636 -0.05480